Here is a 11-piece molecular cluster, C33H77N11O11 overall in a non-equilibrium geometry from the Open Molecules 2025 dataset. Energies are from wB97M-V/def2-TZVPD.

As for the SMILES: CN(C)C=O.CN(C)C=O.CN(C)C=O.CN(C)C=O.CN(C)C=O.CN(C)C=O.CN(C)C=O.CN(C)C=O.CN(C)C=O.CN(C)C=O.CN(C)C=O. The calculation puts the energy above the lowest of the compared OMol25 structures with the same formula, charge and spin at 271.9 kcal per mole. The value obtained for the LUMO energy is -0.02 eV. The max |F| is 5.80 eV/Å. The value obtained for the HOMO energy is -8.96 eV. As for the total energy: -2733.3322 Ha.

Structure (XYZ):
```
132
C33H77N11O11, DFT wB97M-V/def2-TZVPD
C -26.30516 -7.21319 -25.55962
N -26.54186 -5.95550 -24.72591
C -25.86090 -4.68442 -25.15526
C -27.42851 -6.02564 -23.75478
O -27.87295 -5.06920 -23.15675
H -26.60916 -7.07596 -26.59733
H -26.85418 -8.04600 -25.12018
H -25.23154 -7.40059 -25.54156
H -24.81829 -4.83000 -24.87265
H -25.79204 -4.57711 -26.23778
H -26.14235 -3.76431 -24.64312
H -27.82107 -7.04016 -23.58493
C -37.49888 -0.13059 -22.81398
N -38.74776 -0.82345 -22.63146
C -40.01336 -0.07409 -22.65746
C -38.74341 -2.13400 -22.40041
O -39.74677 -2.72336 -21.86678
H -36.98885 -0.15260 -21.85092
H -37.62537 0.94110 -22.96757
H -37.08204 -0.45933 -23.76597
H -40.31986 -0.07901 -23.70346
H -40.75072 -0.52317 -21.99209
H -39.93293 0.97013 -22.35542
H -37.79662 -2.66253 -22.59132
C -27.05928 -4.67537 -36.06192
N -27.59349 -3.74853 -35.04590
C -26.64489 -3.36337 -34.02642
C -28.90025 -3.30554 -35.03709
O -29.60177 -2.74974 -34.20384
H -27.16650 -4.20817 -37.04086
H -27.60760 -5.60541 -35.91203
H -25.99644 -4.86677 -35.91409
H -26.98286 -2.73820 -33.19995
H -25.96107 -4.13241 -33.66716
H -25.92494 -2.66930 -34.46007
H -29.27662 -3.59582 -36.03021
C -29.45553 -8.24905 -31.97483
N -30.00831 -8.82142 -30.69359
C -30.54480 -7.84126 -29.71413
C -29.88464 -10.12405 -30.39899
O -29.34620 -10.93934 -31.13458
H -28.95901 -9.03394 -32.54537
H -28.70182 -7.47835 -31.81341
H -30.18821 -7.91641 -32.71011
H -29.71578 -7.30398 -29.25351
H -31.17061 -7.06088 -30.14710
H -31.04266 -8.34534 -28.88579
H -30.32092 -10.33122 -29.40957
C -28.75399 4.80010 -35.75173
N -28.52122 3.36477 -35.68272
C -28.52621 2.78631 -34.31662
C -28.43233 2.67921 -36.83914
O -28.43338 1.45813 -36.86834
H -29.69672 5.03140 -35.25587
H -28.88795 5.15365 -36.77406
H -28.02485 5.47383 -35.30168
H -28.07200 1.79693 -34.26248
H -28.01082 3.44032 -33.61323
H -29.55247 2.65358 -33.97419
H -28.26424 3.34783 -37.69757
C -20.58773 -0.72930 -24.45687
N -20.44015 -0.05940 -25.73257
C -19.08368 0.12247 -26.24695
C -21.50847 0.20010 -26.58441
O -22.77660 0.03185 -26.32292
H -20.24663 -0.12623 -23.61541
H -20.10855 -1.70601 -24.38972
H -21.56696 -0.99366 -24.05773
H -19.05607 0.77444 -27.12004
H -18.39086 0.37694 -25.44486
H -18.67865 -0.86623 -26.46264
H -21.13533 0.52153 -27.56911
C -39.00591 3.66457 -27.12153
N -39.41062 3.16451 -28.45097
C -40.54882 3.87694 -28.92265
C -38.70275 2.26262 -29.12484
O -39.22545 1.90356 -30.17971
H -38.80782 4.73450 -27.18566
H -38.10716 3.11136 -26.84893
H -39.75456 3.40324 -26.37364
H -41.33376 3.84774 -28.16693
H -40.32790 4.94403 -28.94727
H -41.06326 3.61791 -29.84804
H -37.79807 1.91942 -28.59950
C -34.79744 -5.25961 -25.81635
N -34.14624 -6.29507 -25.01343
C -32.79056 -5.98277 -24.55892
C -34.65174 -7.50867 -24.83659
O -34.19117 -8.47600 -24.16850
H -35.16093 -4.41436 -25.23195
H -35.70599 -5.65711 -26.26871
H -34.14132 -5.05960 -26.66346
H -32.05482 -6.78584 -24.60214
H -32.30705 -5.17825 -25.11306
H -32.84883 -5.57528 -23.54964
H -35.59302 -7.53382 -25.40717
C -29.59479 -1.36630 -26.75999
N -30.72552 -0.77599 -27.56294
C -30.34393 -0.62881 -28.99414
C -32.01574 -0.70600 -27.11602
O -33.03173 -0.59209 -27.82766
H -29.39738 -2.41773 -26.96884
H -29.87332 -1.36208 -25.70619
H -28.64632 -0.84702 -26.89736
H -30.36227 -1.67557 -29.29756
H -31.11614 -0.23233 -29.65338
H -29.37624 -0.16640 -29.18869
H -32.11527 -0.94576 -26.04606
C -28.49124 0.59244 -20.85047
N -29.85950 0.66182 -21.28302
C -30.27810 1.85305 -22.09414
C -30.70360 -0.40738 -21.19917
O -31.80052 -0.51670 -21.78277
H -28.12476 1.51936 -20.40932
H -27.81499 0.46710 -21.69609
H -28.39940 -0.21717 -20.12644
H -30.16960 2.78696 -21.54265
H -29.63414 1.93133 -22.97009
H -31.35472 1.84960 -22.26438
H -30.15720 -1.17995 -20.63634
C -30.77448 4.52767 -29.09861
N -31.38565 5.82967 -29.04665
C -30.65118 6.75515 -29.93237
C -32.30470 6.27494 -28.24139
O -32.98636 5.52128 -27.56575
H -30.86994 3.88061 -28.22665
H -29.70124 4.55312 -29.28727
H -31.32071 4.04867 -29.91120
H -30.49777 6.34163 -30.92914
H -31.17847 7.70854 -29.96583
H -29.75100 7.04014 -29.38780
H -32.35032 7.37232 -28.16483
```

Here is C33H81Br9N9O15P3 as an isolated structure in a non-equilibrium geometry from the Open Molecules 2025 dataset. Energies are from wB97M-V/def2-TZVPD.

As for the charge: +1. The spin multiplicity is 2. As for the expectation value of S²: 0.76. The value obtained for the LUMO energy (alpha / beta) is -2.50 / -6.85 eV. The max |F| is 6.64 eV/Å. The value obtained for the HOMO energy (alpha / beta) is -9.56 / -9.56 eV. As for the total energy: -27117.2508 Ha.

Structure (XYZ):
```
150
C33H81Br9N9O15P3, DFT wB97M-V/def2-TZVPD
C 12.23003 -14.94351 8.86843
Br 12.90439 -13.16546 8.37403
Br 13.54041 -15.80228 10.02174
Br 11.81186 -16.10349 7.22538
H 11.35719 -14.89590 9.51957
C 10.64123 -5.42871 2.98353
Br 8.89764 -5.25921 2.08204
Br 11.68536 -3.77901 2.56448
Br 11.71616 -6.86399 2.27182
H 10.45565 -5.58472 4.04622
C 5.70722 -8.43989 2.66833
Br 4.83133 -10.00241 3.36752
Br 7.56866 -8.79909 2.50103
Br 5.26489 -6.80717 3.65889
H 5.19428 -8.35593 1.71024
O 15.15745 -6.45751 -3.24610
P 14.39098 -6.94427 -2.08336
N 14.68344 -6.07340 -0.63798
C 15.05111 -6.64110 0.63377
C 14.38352 -4.58202 -0.59843
N 14.57673 -8.62199 -1.75805
C 15.78918 -9.37593 -2.31445
C 13.47485 -9.49550 -1.30896
N 12.70305 -6.67649 -2.25006
C 11.76094 -6.51274 -1.19073
C 12.23574 -6.90008 -3.64786
H 15.45076 -7.64616 0.49871
H 14.21353 -6.66225 1.33099
H 15.84352 -6.00663 1.03080
H 14.18143 -4.24858 0.41945
H 13.60012 -4.33375 -1.31448
H 15.32014 -4.11449 -0.90218
H 16.00408 -8.98475 -3.30889
H 16.70479 -9.18314 -1.75535
H 15.69197 -10.45127 -2.46379
H 13.06800 -9.15308 -0.35747
H 12.71808 -9.53271 -2.09255
H 13.93216 -10.44057 -1.01604
H 11.93158 -5.59974 -0.62028
H 10.75004 -6.50082 -1.59821
H 11.78422 -7.36789 -0.51525
H 12.48390 -7.91055 -3.97262
H 12.49680 -6.05866 -4.28971
H 11.15293 -6.80401 -3.72784
O 7.17157 -11.29970 -0.18576
P 7.07905 -10.86554 -1.64668
N 6.76449 -12.13198 -2.79076
C 6.85618 -13.52938 -2.38531
C 6.89520 -11.91974 -4.18819
N 8.54838 -10.14480 -2.20640
C 8.84427 -8.81886 -1.75912
C 9.79101 -10.89007 -2.54874
N 5.93941 -9.66305 -1.91410
C 4.62756 -9.67451 -1.16719
C 5.95214 -8.83539 -3.17902
H 6.39922 -14.24655 -3.06719
H 6.29658 -13.75157 -1.47669
H 7.89363 -13.85648 -2.45458
H 6.77025 -10.92271 -4.61060
H 6.04468 -12.44107 -4.62742
H 7.80724 -12.44607 -4.46970
H 9.19257 -8.29102 -2.64690
H 7.98023 -8.33001 -1.30903
H 9.63074 -8.86465 -1.00582
H 10.71672 -10.34484 -2.73284
H 9.98919 -11.66334 -1.80653
H 9.61274 -11.22456 -3.57072
H 3.90331 -10.32235 -1.66103
H 4.76938 -10.09509 -0.17165
H 4.25194 -8.65264 -1.11436
H 5.22446 -9.20032 -3.90388
H 6.92368 -8.87224 -3.67182
H 5.68748 -7.81850 -2.88924
O 5.62337 -16.58390 0.22984
P 6.41716 -17.08587 1.35197
N 7.41491 -15.87063 1.95479
C 8.45329 -16.02893 2.94421
C 6.80465 -14.58141 2.02877
N 7.40732 -18.42924 1.07569
C 6.90958 -19.82953 0.96574
C 8.63911 -18.17352 0.27062
N 5.42577 -17.66322 2.60855
C 5.91966 -17.99582 3.91565
C 4.02053 -17.78388 2.34589
H 9.23781 -15.27781 2.85225
H 8.87346 -17.02827 2.83069
H 7.98756 -15.88465 3.91908
H 7.28723 -13.95143 2.77600
H 5.78833 -14.57659 2.42270
H 6.83460 -14.12837 1.03784
H 6.32370 -19.90077 0.04935
H 7.80826 -20.43663 0.85672
H 6.21749 -20.09692 1.76425
H 9.07717 -17.22567 0.58332
H 9.35856 -18.91639 0.61504
H 8.50421 -18.31324 -0.80194
H 6.98754 -18.21134 3.87983
H 5.76177 -17.17609 4.61651
H 5.35144 -18.88870 4.17641
H 3.72453 -17.93652 1.30801
H 3.53091 -16.87365 2.69210
H 3.52309 -18.64693 2.78839
C 10.46701 -10.21845 1.21097
O 11.31154 -10.72083 2.22942
C 10.66466 -11.16483 3.31871
O 9.47581 -11.04293 3.55990
O 11.44201 -11.90887 3.92168
C 11.12221 -12.60172 5.13888
H 10.18082 -9.17465 1.34010
H 9.51850 -10.72936 1.04546
H 11.07581 -10.12891 0.31128
H 10.47002 -12.01703 5.78764
H 11.94645 -12.79744 5.82476
H 10.61929 -13.51022 4.80753
C 7.23825 -8.60099 6.16307
O 8.38725 -9.42906 6.44962
C 9.62404 -8.73959 6.64239
O 9.82888 -7.49013 6.55659
O 10.61131 -9.73057 6.76905
C 11.95456 -9.42958 7.00674
H 6.35855 -9.08955 5.74410
H 7.36040 -7.83922 5.39309
H 6.89394 -8.07938 7.05608
H 12.33540 -8.85029 6.16562
H 12.46547 -10.38306 7.14066
H 12.16511 -8.80900 7.87774
C 15.01630 -14.11132 -0.60775
O 13.66620 -14.60513 -0.47561
C 12.70656 -13.73312 -0.14110
O 12.86297 -12.54219 0.14435
O 11.49690 -14.42431 -0.04907
C 10.44640 -13.85814 0.65839
H 15.25676 -13.72894 -1.59975
H 15.68113 -14.92354 -0.31382
H 15.23228 -13.26039 0.03829
H 9.60394 -14.54025 0.54399
H 9.89297 -13.11810 0.08032
H 10.63913 -13.61291 1.70281
C 15.03233 -10.47255 2.25204
O 14.93090 -9.11013 2.65566
C 15.22795 -8.64652 3.90983
O 15.56893 -9.31056 4.94136
O 15.11751 -7.31961 3.87258
C 15.05414 -6.50216 5.10289
H 14.23884 -10.81320 1.58688
H 14.81465 -11.01414 3.17258
H 16.04768 -10.60397 1.87801
H 14.17078 -6.80536 5.66489
H 15.03406 -5.46589 4.76548
H 16.02473 -6.62217 5.58420
```